[1]
14
Properties=species:S:1:pos:R:3 method="wB97M-V/def2-TZVPD" relative_energy_ev=1.508 orbital_gap_ev=11.074 total_charge=+1
C -0.903 1.289 2.037
O -1.297 0.211 1.170
H -2.234 0.227 0.941
H 0.164 1.431 1.864
H -1.518 2.176 2.015
H -0.868 0.868 3.039
C 0.961 -0.868 -2.082
N 0.602 -0.609 -0.675
H 0.295 -1.417 -0.170
H 1.370 -0.155 -0.188
H -0.161 0.069 -0.564
H 1.987 -1.226 -2.056
H 1.072 -0.184 -2.918
H 0.529 -1.811 -2.411

=====

[2]
53
Properties=species:S:1:pos:R:3 method="wB97M-V/def2-TZVPD" orbital_gap_ev=9.031
Cu -1.168 -0.114 0.038
C -5.460 0.749 -0.509
F -5.493 -0.400 0.242
F -6.370 0.670 -1.419
F -5.741 1.866 0.134
S -3.757 0.908 -1.423
O -3.427 -0.468 -1.779
O -4.036 1.721 -2.562
N -2.552 1.553 -0.332
S -2.577 3.030 -0.710
O -1.866 3.369 -1.973
O -3.852 3.691 -0.657
C -1.419 3.899 0.698
F -0.244 3.232 0.735
F -1.192 5.194 0.431
F -2.046 3.870 1.911
C 3.080 1.638 -0.954
C 2.478 1.438 -2.269
C 1.076 2.061 -1.922
O 0.778 1.339 -0.724
C 1.943 1.351 0.049
H 3.426 2.667 -1.050
H 4.018 1.096 -1.078
H 2.346 0.381 -2.497
H 3.012 1.960 -3.063
H 0.270 1.683 -2.551
H 1.060 3.150 -1.958
H 2.122 0.334 0.398
H 1.906 1.979 0.939
C 0.204 -2.715 -3.352
C 0.481 -2.344 -1.900
O 0.829 -1.227 -1.529
N 0.544 -3.440 -1.152
C 0.748 -3.519 0.267
H -0.107 -1.830 -3.906
H -0.501 -3.541 -3.446
H 1.125 -3.093 -3.797
H 0.397 -4.344 -1.579
H 0.276 -4.467 0.524
H 0.290 -2.626 0.693
H 1.797 -3.565 0.558
C 1.984 0.044 3.567
C 0.881 -0.814 2.905
O 0.107 -0.329 2.066
N 0.715 -2.115 3.139
C 1.555 -2.861 4.050
H 2.285 0.837 2.882
H 2.834 -0.606 3.777
H 1.615 0.484 4.493
H -0.008 -2.545 2.580
H 1.270 -3.894 4.248
H 1.768 -2.487 5.052
H 2.592 -2.848 3.714

=====

[3]
88
Properties=species:S:1:pos:R:3 method="wB97M-V/def2-TZVPD" orbital_gap_ev=2.333 total_charge=-1
C 7.085 -3.258 2.251
C 7.207 -1.799 2.962
In 6.401 -0.244 1.482
C 4.541 0.603 2.443
C 3.423 1.106 1.365
C 2.354 1.966 2.216
C 1.063 2.462 1.358
C -0.209 2.803 2.372
C -1.639 2.926 1.553
C -1.979 1.459 0.941
C -3.577 1.214 0.703
Si -3.904 -0.598 1.269
C -3.850 -0.639 3.196
C -2.481 -1.656 0.458
C -5.573 -1.312 0.698
C -5.795 -2.854 0.913
C -7.061 -3.621 0.486
C -8.214 -2.822 -0.176
C -8.017 -1.294 -0.383
C -6.716 -0.526 0.027
P 8.179 1.537 1.177
C 7.741 2.814 -0.141
C 9.755 0.610 0.766
S 5.634 -1.323 -0.673
O 4.308 -2.023 -0.347
O 5.355 -0.236 -1.688
C 6.882 -2.498 -1.436
F 8.158 -2.406 -0.805
F 6.367 -3.811 -1.473
F 7.092 -2.066 -2.783
H 6.098 -3.262 1.675
H 7.106 -4.097 3.072
H 8.006 -3.406 1.595
H 8.272 -1.556 3.299
H 6.555 -1.856 3.906
H 4.057 -0.272 3.025
H 4.741 1.430 3.202
H 2.975 0.186 0.853
H 3.964 1.714 0.566
H 2.066 1.293 3.115
H 2.929 2.902 2.573
H 1.345 3.485 0.904
H 0.763 1.715 0.512
H -0.338 2.014 3.217
H 0.069 3.816 2.851
H -2.428 3.205 2.346
H -1.614 3.751 0.754
H -1.343 1.182 -0.007
H -1.661 0.679 1.772
H -4.156 1.923 1.386
H -3.804 1.383 -0.411
H -4.902 -0.414 3.583
H -3.515 -1.702 3.489
H -3.108 0.164 3.530
H -1.609 -1.801 1.210
H -2.034 -1.025 -0.397
H -2.901 -2.644 0.071
H -4.961 -3.460 1.424
H -7.089 -4.747 0.679
H -9.160 -3.391 -0.488
H -8.886 -0.745 -0.894
H -6.594 0.590 -0.172
H 8.420 3.734 0.040
H 6.668 3.211 -0.083
H 7.989 2.479 -1.219
H 10.647 1.142 1.305
H 9.925 0.463 -0.358
H 9.657 -0.446 1.218
Be 7.190 -4.878 4.348
O -7.422 1.123 -3.010
S -6.584 0.545 -4.024
O -5.699 1.339 -4.832
O -7.506 -0.364 -5.010
C -8.637 0.243 -5.624
C -8.233 1.132 -6.786
C -5.650 -0.778 -3.311
H -9.225 0.798 -4.887
H -9.268 -0.568 -5.997
H -7.675 2.004 -6.438
H -9.115 1.489 -7.324
H -7.587 0.590 -7.481
H -6.321 -1.416 -2.738
H -4.897 -0.340 -2.656
H -5.165 -1.340 -4.110
F -5.513 2.408 -2.410
Na -0.068 0.416 1.720
Cl 11.805 2.325 0.450
F 10.891 3.126 -1.747

=====

Electronic energy readings, ordered: -5766.174, -114214.913, -110792.438 eV